1.
A structure of composition C47H38N6O6S2Y, computed with the ωB97M-V functional and the def2-TZVPD basis.

Properties
ΔE to the lowest compared entry with this formula, charge and spin, kcal/mol: 9.9
Net charge: -1
Energy, eV: -93305.650

Geometry as XYZ:
```
100
C47H38N6O6S2Y (the ωB97M-V functional and the def2-TZVPD basis)
Y 0.50 -0.51 1.04
O -0.19 -1.55 5.25
C 0.15 -1.50 4.07
N 0.29 -0.46 3.26
C 0.30 0.86 3.71
C -0.39 1.34 4.82
C -0.27 2.68 5.19
C 0.54 3.53 4.47
C 1.23 3.08 3.35
C 1.11 1.75 2.95
N 1.74 1.17 1.85
C 2.65 1.78 1.09
O 3.14 2.91 1.18
C 3.15 0.87 -0.02
C 4.13 1.34 -0.88
C 4.58 0.54 -1.90
C 4.03 -0.73 -2.04
C 3.06 -1.13 -1.14
N 2.62 -0.36 -0.15
C 0.60 -2.79 3.39
C 0.80 -3.92 4.18
C 1.29 -5.08 3.61
C 1.60 -5.06 2.26
C 1.41 -3.88 1.55
N 0.91 -2.77 2.09
H -1.02 0.67 5.39
H -0.81 3.05 6.05
H 0.64 4.57 4.76
H 1.86 3.75 2.78
H 4.49 2.35 -0.72
H 5.33 0.90 -2.60
H 4.35 -1.40 -2.82
H 2.58 -2.10 -1.25
H 0.56 -3.84 5.23
H 1.42 -5.97 4.20
H 2.01 -5.92 1.75
H 1.67 -3.85 0.50
C -2.60 -3.53 3.79
C -3.01 -2.37 2.92
C -3.09 -1.09 3.46
C -3.50 -0.03 2.68
C -3.84 -0.23 1.36
C -3.76 -1.50 0.81
C -3.34 -2.56 1.59
H -3.49 -4.06 4.14
H -2.05 -3.17 4.66
H -1.98 -4.23 3.24
H -2.81 -0.94 4.49
H -3.56 0.96 3.12
H -4.16 0.61 0.74
H -4.01 -1.66 -0.23
H -3.26 -3.55 1.15
O 2.04 -4.85 -3.44
S 1.47 -4.99 -2.13
O 2.25 -5.75 -1.18
N 1.06 -3.53 -1.49
C -0.23 -3.42 -1.35
S -1.03 -2.06 -0.74
C -1.02 -4.60 -1.76
C -2.39 -4.78 -1.67
C -2.92 -6.00 -2.07
C -2.10 -7.01 -2.55
C -0.72 -6.84 -2.63
C -0.21 -5.63 -2.22
H -3.01 -3.98 -1.29
H -3.99 -6.17 -2.01
H -2.53 -7.95 -2.87
H -0.07 -7.62 -2.98
C 0.22 4.24 -6.49
C 0.99 4.37 -5.21
C 2.19 5.06 -5.20
C 2.92 5.22 -4.03
C 2.44 4.69 -2.85
C 1.24 4.00 -2.84
N 0.76 3.44 -1.63
C -0.32 3.90 -0.95
C -0.72 5.24 -1.04
C -1.74 5.73 -0.26
C -2.41 4.89 0.63
C -2.04 3.57 0.72
C -1.02 3.05 -0.06
C -0.66 1.63 0.10
O 0.18 1.07 -0.67
O -1.18 0.95 1.03
C 0.51 3.81 -4.02
C -0.75 3.00 -3.97
H 0.73 4.75 -7.30
H -0.78 4.67 -6.39
H 0.09 3.19 -6.77
H 2.56 5.49 -6.12
H 3.85 5.76 -4.05
H 2.98 4.81 -1.92
H 0.93 2.45 -1.48
H -0.19 5.89 -1.72
H -2.02 6.77 -0.33
H -3.21 5.28 1.25
H -2.54 2.89 1.40
H -1.59 3.63 -3.66
H -0.66 2.20 -3.23
H -0.99 2.56 -4.93
```


2.
A structure of composition C5H9FO2, computed with the ωB97M-V functional and the def2-TZVPD basis.

Properties
ΔE to the lowest compared entry with this formula, charge and spin, kcal/mol: 24.3
Energy, eV: -12142.372

Geometry as XYZ:
```
17
C5H9FO2 (the ωB97M-V functional and the def2-TZVPD basis)
C -1.61 0.23 -0.02
C -2.72 -0.73 -0.26
C 1.97 -0.81 -0.48
C 1.15 1.09 1.01
C 1.11 0.34 -0.22
O -1.60 1.37 0.38
O -0.51 -0.44 -0.25
F 0.96 1.09 -1.39
H -2.56 -1.02 -1.29
H -2.54 -1.46 0.50
H -3.65 -0.24 -0.44
H 2.20 -1.39 0.46
H 1.49 -1.44 -1.12
H 2.86 -0.46 -0.87
H 0.43 1.92 0.88
H 2.17 1.48 1.21
H 0.85 0.48 1.87
```


3.
A structure of composition C30H45BrN2P2SZn, computed with the ωB97M-V functional and the def2-TZVPD basis.

Properties
Net charge: +2
Energy, eV: -182677.051

Geometry as XYZ:
```
82
C30H45BrN2P2SZn (the ωB97M-V functional and the def2-TZVPD basis)
N -5.36 -1.34 3.86
C -4.59 -0.41 4.44
C -4.12 0.66 3.70
C -4.53 0.80 2.34
C -5.25 -0.25 1.74
C -5.68 -1.29 2.57
C -4.22 1.98 1.60
Zn 0.62 0.40 -0.78
P 3.17 0.46 -1.62
C -4.29 1.97 0.22
C -3.12 2.28 -0.52
C -2.92 1.72 -1.81
C -1.63 1.55 -2.24
C -0.64 1.76 -1.25
C -0.77 2.70 -0.22
C -2.07 2.97 0.15
Br 1.16 2.27 -2.74
H -3.79 2.81 2.16
H -5.18 1.68 -0.33
H -3.46 1.39 4.15
H -5.53 -0.21 0.70
H -4.36 -0.52 5.50
H -6.32 -2.08 2.17
H -3.78 1.43 -2.40
H -2.32 3.60 0.99
H -1.35 1.32 -3.26
H 0.10 3.16 0.26
P -0.35 -1.78 -1.04
C 3.74 2.10 -0.89
C 4.80 2.91 -1.61
H 4.04 1.89 0.14
H 2.83 2.70 -0.86
H 4.93 3.88 -1.08
H 5.79 2.44 -1.61
H 4.52 3.16 -2.64
C 3.19 -0.18 -3.40
C 4.33 0.33 -4.28
H 2.22 0.12 -3.84
H 3.21 -1.29 -3.33
H 3.95 0.47 -5.30
H 4.73 1.30 -3.93
H 5.16 -0.39 -4.36
C 4.37 -0.66 -0.83
C 5.84 -0.31 -1.12
H 4.14 -1.68 -1.18
H 4.14 -0.62 0.26
H 6.46 -1.20 -0.92
H 6.01 -0.03 -2.17
H 6.21 0.51 -0.49
C 0.49 -3.22 -0.26
C 1.96 -3.41 -0.62
H -0.10 -4.10 -0.59
H 0.38 -3.12 0.83
H 2.25 -4.43 -0.38
H 2.17 -3.25 -1.69
H 2.61 -2.74 -0.05
C -0.64 -2.46 -2.72
C -1.62 -1.66 -3.59
H -1.01 -3.50 -2.56
H 0.34 -2.53 -3.22
H -1.55 -2.01 -4.62
H -2.66 -1.77 -3.26
H -1.39 -0.59 -3.59
C -2.06 -1.95 -0.35
C -2.17 -2.31 1.13
H -2.54 -2.73 -0.96
H -2.57 -0.99 -0.55
H -3.23 -2.50 1.37
H -1.61 -3.21 1.40
H -1.83 -1.49 1.79
S 1.42 -0.14 1.41
C 0.61 0.50 2.77
N -0.09 -0.42 3.51
C -0.69 -0.13 4.71
C -0.58 1.15 5.23
C 0.15 2.10 4.52
C 0.72 1.80 3.28
H -0.11 -1.37 3.17
H -1.23 -0.95 5.17
H -1.06 1.36 6.18
H 0.28 3.08 4.95
H 1.31 2.50 2.69
```


4.
A cluster of 3 separate species, C5H15NO2 in total, computed with the ωB97M-V functional and the def2-TZVPD basis.

Properties
ΔE to the lowest compared entry with this formula, charge and spin, kcal/mol: 42.7
Energy, eV: -11012.093

Geometry as XYZ:
```
23
C5H15NO2 (the ωB97M-V functional and the def2-TZVPD basis)
C 2.27 -0.57 1.32
N 1.13 -0.44 0.82
C -0.07 -1.07 1.36
C -1.10 0.07 1.55
C -1.55 0.72 0.24
C -2.60 -0.15 -0.45
H 3.19 -0.27 0.82
H 2.52 -1.02 2.30
H -0.35 -1.81 0.61
H 0.16 -1.58 2.30
H -0.73 0.68 2.38
H -1.88 -0.49 2.09
H -0.67 0.94 -0.36
H -1.91 1.71 0.54
H -3.05 0.27 -1.35
H -2.16 -1.13 -0.63
H -3.42 -0.36 0.24
O 1.39 -1.34 -1.85
H 0.64 -0.86 -2.18
H 1.95 -0.82 -1.27
O 0.56 2.58 -2.07
H 0.29 2.25 -2.93
H 0.64 1.73 -1.60
```


5.
A structure of composition C34H51BaClN5O4, computed with the ωB97M-V functional and the def2-TZVPD basis.

Properties
ΔE to the lowest compared entry with this formula, charge and spin, kcal/mol: 15.9
Net charge: -1
Energy, eV: -64942.081

Geometry as XYZ:
```
96
C34H51BaClN5O4 (the ωB97M-V functional and the def2-TZVPD basis)
Ba -0.33 -0.10 0.39
C 0.68 -0.31 3.36
C -0.45 -1.03 3.78
C -1.56 -0.16 3.80
C -1.12 1.11 3.35
C 0.27 1.02 3.08
C 1.15 2.14 2.60
C -1.93 2.37 3.26
C -2.84 -0.49 4.50
C -0.44 -2.43 4.32
C 2.11 -0.75 3.56
H 1.79 2.55 3.39
H 0.56 2.97 2.21
H 1.82 1.84 1.78
H -2.89 2.25 3.77
H -2.15 2.69 2.23
H -1.42 3.21 3.74
H -2.69 -0.55 5.58
H -3.25 -1.46 4.20
H -3.62 0.25 4.33
H -0.95 -2.50 5.29
H 0.58 -2.79 4.47
H -0.94 -3.16 3.66
H 2.33 -0.85 4.63
H 2.82 -0.02 3.16
H 2.34 -1.71 3.10
O -2.24 -2.07 -3.38
Cl -1.22 -1.31 -2.68
O -1.84 -0.02 -2.23
O -0.27 2.12 -1.27
O -0.90 -2.05 -1.40
C -0.84 3.75 -3.44
C 0.38 2.87 -3.44
C 1.25 2.84 -4.53
C 2.34 2.00 -4.50
C 3.30 1.94 -5.67
C 2.57 1.18 -3.40
C 1.72 1.14 -2.26
C 0.63 2.06 -2.35
N 1.81 0.34 -1.17
C 2.94 -0.57 -1.03
C 2.99 -1.69 -2.09
C 4.15 -2.65 -1.81
C 3.94 -3.33 -0.46
C 3.89 -2.27 0.64
C 5.22 -1.52 0.68
C 5.44 -0.82 -0.66
C 5.47 -1.87 -1.79
C 4.30 0.16 -0.92
C 2.75 -1.29 0.32
H -0.83 4.40 -4.32
H -0.88 4.38 -2.55
H -1.76 3.17 -3.47
H 1.05 3.47 -5.39
H 3.01 2.64 -6.45
H 3.32 0.94 -6.11
H 4.32 2.18 -5.36
H 3.43 0.54 -3.44
H -1.14 1.89 -1.65
H 3.08 -1.29 -3.10
H 2.04 -2.23 -2.05
H 4.19 -3.41 -2.60
H 4.76 -4.04 -0.25
H 3.01 -3.91 -0.47
H 3.70 -2.74 1.61
H 6.04 -2.22 0.89
H 5.21 -0.77 1.48
H 6.39 -0.28 -0.65
H 6.31 -2.56 -1.63
H 5.63 -1.37 -2.75
H 4.50 0.75 -1.81
H 4.22 0.87 -0.09
H 2.66 -0.53 1.11
H 1.82 -1.88 0.31
C -4.10 -1.27 -0.35
N -3.58 -0.09 0.37
C -4.20 -0.07 1.70
N -5.66 -0.03 1.65
C -6.12 -1.20 0.90
N -5.56 -1.25 -0.45
C -5.95 -0.03 -1.15
N -5.50 1.18 -0.45
C -4.04 1.12 -0.35
C -6.06 1.17 0.90
H -3.79 -2.16 0.19
H -3.67 -1.29 -1.35
H -3.84 0.80 2.25
H -3.89 -0.97 2.23
H -7.21 -1.18 0.84
H -5.82 -2.10 1.44
H -7.04 0.00 -1.23
H -5.52 -0.04 -2.15
H -3.69 2.00 0.19
H -3.62 1.10 -1.35
H -7.15 1.20 0.83
H -5.71 2.05 1.44
```


6.
A structure of composition C24H23N3O5S, computed with the ωB97M-V functional and the def2-TZVPD basis.

Properties
ΔE to the lowest compared entry with this formula, charge and spin, kcal/mol: 483.4
Energy, eV: -50784.596

Geometry as XYZ:
```
56
C24H23N3O5S (the ωB97M-V functional and the def2-TZVPD basis)
C 5.20 0.01 3.41
H 5.91 0.49 4.09
H 5.29 -0.97 3.49
H 4.18 0.37 3.34
O 5.79 0.14 1.95
C 5.13 -0.22 1.01
C 3.97 -1.05 1.06
C 3.51 -1.31 -0.46
C 4.10 -0.88 -1.60
C 5.33 -0.17 -1.47
C 5.77 0.47 -0.22
O 6.84 1.13 -0.17
C 7.73 1.20 -1.31
C 7.07 2.39 -2.06
N 6.52 3.02 -2.94
H 8.53 1.84 -0.67
H 8.05 0.32 -1.72
H 5.71 0.15 -2.30
H 3.86 -1.08 -2.53
C 2.32 -2.11 -0.32
C 1.73 -2.86 0.47
C 0.45 -3.55 0.55
O 0.01 -4.14 1.34
O 0.01 -3.56 -0.70
C -1.19 -4.06 -1.33
C -2.25 -3.22 -0.99
O -3.48 -3.73 -1.18
N -1.92 -1.82 -0.68
C -2.95 -1.00 -0.35
C -2.52 0.29 0.00
C -1.23 0.83 0.13
N -0.17 0.97 0.26
C -3.69 1.19 0.06
C -4.88 0.34 -0.29
S -4.59 -1.27 -0.69
C -6.18 1.25 -0.19
H -6.78 0.70 -1.26
C -6.15 2.60 0.03
C -7.54 3.22 0.06
H -7.60 4.39 0.08
H -8.17 2.75 -0.53
H -8.01 2.97 1.27
C -5.22 2.99 0.84
C -3.77 2.45 0.45
H -3.12 2.82 1.17
H -3.20 3.12 -0.44
H -5.07 4.01 0.95
H -5.26 2.46 1.82
H -5.78 3.00 -1.32
H -6.87 0.77 0.72
H -0.95 -1.71 -0.57
H -1.32 -4.98 -0.40
H -0.99 -4.60 -2.19
H 2.23 -2.95 1.66
H 2.04 -2.30 -1.31
H 3.60 -1.13 2.01
```


7.
A structure of composition C30H16CaF9N6O6Se, computed with the ωB97M-V functional and the def2-TZVPD basis.

Properties
ΔE to the lowest compared entry with this formula, charge and spin, kcal/mol: 48.9
Net charge: -1
Energy, eV: -160840.676

Geometry as XYZ:
```
69
C30H16CaF9N6O6Se (the ωB97M-V functional and the def2-TZVPD basis)
Ca 0.52 -1.01 0.53
O -3.12 3.35 -0.84
C -3.22 2.75 -2.04
C -3.34 3.57 -3.16
C -3.43 3.02 -4.43
C -3.40 1.64 -4.60
C -3.28 0.83 -3.49
C -3.18 1.35 -2.20
C -2.96 0.35 -1.08
O -2.89 -0.84 -1.36
N -2.75 1.01 0.10
N -2.08 0.39 1.14
C -1.87 1.01 2.25
C -0.77 0.92 3.22
C -1.04 1.03 4.58
C -0.03 1.17 5.51
C 1.29 1.25 5.05
C 1.58 1.19 3.70
C 0.57 0.98 2.74
O 0.83 0.91 1.47
H -2.97 2.61 -0.19
H -3.36 4.64 -3.01
H -3.52 3.67 -5.29
H -3.47 1.20 -5.59
H -3.24 -0.25 -3.57
H -2.51 1.89 2.29
H -2.08 0.99 4.91
H -0.25 1.23 6.57
H 2.10 1.39 5.76
H 2.60 1.26 3.35
Se 0.69 -2.51 -7.29
N 0.38 -3.53 -5.83
C 0.33 -2.73 -4.81
C 0.08 -3.18 -3.43
C -0.22 -4.50 -3.14
C -0.54 -4.86 -1.85
C -0.53 -3.86 -0.87
N -0.20 -2.61 -1.14
C 0.10 -2.25 -2.40
C 0.34 -0.78 -2.68
N 0.35 0.08 -1.65
C 0.44 1.38 -1.88
C 0.54 1.91 -3.17
C 0.58 1.03 -4.23
C 0.49 -0.34 -3.99
C 0.53 -1.32 -5.09
N 0.73 -0.99 -6.33
H -0.22 -5.23 -3.94
H -0.79 -5.87 -1.59
H -0.80 -4.07 0.16
H 0.43 2.00 -1.00
H 0.58 2.97 -3.31
H 0.67 1.38 -5.25
F 5.38 -1.91 0.44
C 4.44 -1.93 1.42
F 5.05 -2.36 2.54
F 4.06 -0.66 1.62
C 3.21 -2.80 1.00
O 2.38 -2.13 0.22
C 3.73 -4.08 0.28
F 2.76 -5.01 0.17
F 4.14 -3.80 -0.96
F 4.76 -4.67 0.92
C 2.46 -3.24 2.30
F 1.27 -3.79 2.00
F 2.20 -2.14 3.04
F 3.12 -4.12 3.08
O -1.01 -1.55 2.00
O -1.70 -0.96 0.89
```


8.
A cluster of 2 separate species, CH3N2O in total, computed with the ωB97M-V functional and the def2-TZVPD basis.

Properties
ΔE to the lowest compared entry with this formula, charge and spin, kcal/mol: 101.5
Net charge: +1
Energy, eV: -6100.383

Geometry as XYZ:
```
7
CH3N2O (the ωB97M-V functional and the def2-TZVPD basis)
C 0.11 -0.02 -0.31
N -0.55 -1.75 1.30
N -0.26 -0.96 0.57
O 1.02 0.83 0.11
H -1.65 0.75 0.25
H -0.06 -0.28 -1.35
H 1.39 1.42 -0.56
```